[1]
Molecular formula: C4H13N2
Method: DFT, ωB97M-V/def2-TZVPD

Largest force on an atom (eV Å⁻¹): 4.89
Net charge: +1
SMILES: C[NH2+]CCCN
HOMO energy (eV): -14.21
Energy above the lowest of the compared OMol25 structures with the same formula, charge and spin (kJ/mol): 230.9

Last column: Löwdin charge in e.
Element x y z (Å)
N1 -1.3867 -0.2406 1.4937  -0.038
N2 -0.2006 -0.5146 -0.9710  -0.006
C1 1.0059 0.3662 -0.5379  -0.175
C2 -0.1068 0.6176 1.7850  -0.209
C3 0.5771 1.3336 0.5429  -0.197
C4 0.1970 -1.4197 -2.2651  0.048
H1 -1.0755 0.0040 -0.9701  0.152
H2 -0.3480 -1.1670 -0.2301  0.100
H3 0.7241 -0.0531 2.1450  0.122
H4 0.1602 2.3089 0.2242  0.117
H5 -0.5646 -2.3002 -2.2132  0.125
H6 1.9071 -0.2376 -0.2264  0.144
H7 1.4245 0.8602 -1.5041  0.156
H8 -1.5952 -0.7474 2.3761  0.084
H9 -2.1037 0.5718 1.4780  0.111
H10 1.6678 1.6768 0.7968  0.151
H11 1.1618 -1.7345 -2.0017  0.050
H12 -0.3793 1.3635 2.5356  0.103
H13 0.0932 -0.6451 -3.2181  0.162

***

[2]
Molecular formula: C25H40F15N2O18P
Method: DFT, ωB97M-V/def2-TZVPD

Largest force on an atom (eV Å⁻¹): 5.95
SMILES: CCOC(=O)C(F)(F)F.CCOC(=O)C(F)(F)F.CCOC(=O)C(F)(F)F.CCOC(=O)C(F)(F)F.CCOC(=O)C(F)(F)F.COP(=O)(OC)OC.C[N+](=O)[O-].C[N+](=O)[O-]
HOMO energy (eV): -10.46
Energy above the lowest of the compared OMol25 structures with the same formula, charge and spin (kJ/mol): 175.5

Last column: Löwdin charge in e.
Element x y z (Å)
P1 -6.0666 -3.2171 -2.3841  0.429
F1 12.5354 -7.3416 -7.6408  0.141
F2 2.1598 8.5670 2.2598  0.157
F3 -6.3640 -5.1012 8.8615  0.211
F4 1.0227 7.9552 0.5382  0.187
F5 2.5879 1.9948 -9.5717  0.143
F6 11.5372 -8.1644 -5.8384  0.066
F7 2.3648 6.5896 1.6099  0.184
F8 -7.0763 -5.7003 6.9350  0.194
F9 -10.7978 2.3285 3.3528  0.115
F10 -10.8658 3.7932 1.6553  0.161
F11 10.3951 -7.3729 -7.6612  0.223
F12 1.7007 1.6061 -7.7181  0.220
F13 3.7691 0.8818 -8.1453  0.190
F14 -6.3852 -7.1045 8.2811  0.199
F15 -10.4335 1.8088 1.2102  0.197
O1 -7.2319 -4.2912 -2.1565  -0.234
O2 2.0777 1.0904 -0.8495  0.020
O3 12.0972 -5.5196 -5.2310  0.132
O4 2.7596 4.1736 -7.8779  0.129
O5 -8.0227 2.2074 3.1118  0.008
O6 -0.7157 6.5567 2.2184  0.095
O7 -8.2455 3.7296 1.4074  0.165
O8 -4.3131 -6.7362 6.6471  0.148
O9 0.7166 7.2638 3.9933  -0.003
O10 -5.6223 -3.6342 -3.8300  -0.209
O11 -6.9251 -1.8297 -2.5761  -0.223
O12 7.5784 3.7916 5.2724  0.053
O13 2.8252 -0.8986 -0.4134  0.058
O14 10.3792 -5.0042 -6.6893  -0.002
O15 4.5287 3.0928 -6.9896  0.023
O16 6.1712 2.1180 5.3612  0.054
O17 -4.9582 -3.1387 -1.3595  -0.275
O18 -4.1639 -4.5365 7.4949  -0.016
N1 1.9424 -0.0563 -0.3539  -0.408
N2 7.0416 2.8003 4.8200  -0.435
C1 4.8086 4.1610 -6.0327  -0.152
C2 -2.0720 -3.9210 8.1772  -0.069
C3 -6.6214 2.2335 3.0210  -0.249
C4 7.4874 2.5551 3.3889  0.045
C5 -4.7945 -5.7616 7.2170  -0.276
C6 -2.8935 -4.2442 6.9645  -0.221
C7 11.3853 -5.8155 -6.2073  -0.299
C8 1.4729 7.5547 1.7201  -0.584
C9 -6.6229 -0.8027 -3.4639  -0.133
C10 -8.7417 2.9804 2.2164  -0.323
C11 2.8572 1.8288 -8.2504  -0.593
C12 -6.1629 -5.8938 7.8547  -0.665
C13 3.3949 3.1377 -7.6767  -0.359
C14 5.9303 5.0336 -6.6554  -0.067
C15 9.4170 -3.7711 -4.8647  -0.065
C16 11.4077 -7.1680 -6.8927  -0.472
C17 0.1952 5.7034 5.6866  -0.060
C18 -6.1674 2.1383 4.4496  -0.063
C19 0.5581 -0.3786 0.2033  0.049
C20 -10.2285 2.7142 2.1326  -0.522
C21 -4.8898 -4.8659 -4.1630  -0.067
C22 0.3578 7.0825 2.6764  -0.254
C23 10.2123 -3.6603 -6.2278  -0.176
C24 -0.1846 7.0729 5.0741  -0.193
C25 -7.9443 -4.5183 -0.9160  -0.070
H1 -0.5746 5.2499 6.3109  0.073
H2 11.1032 -3.1004 -5.9433  0.122
H3 5.6150 5.3681 -7.6438  0.079
H4 6.1989 5.9740 -6.1741  0.074
H5 -6.5065 1.2317 4.9508  0.082
H6 -2.3099 -3.0656 8.8095  0.081
H7 8.5837 -4.4670 -4.7669  0.079
H8 6.6634 2.1208 2.8227  0.090
H9 10.1829 -3.9605 -4.1126  0.065
H10 -8.8389 -5.1388 -0.9678  0.086
H11 -6.4852 1.3097 2.4587  0.132
H12 -7.2308 -5.0075 -0.2529  0.088
H13 0.3319 -1.4446 0.1819  0.093
H14 -2.9884 -3.3629 6.3302  0.127
H15 -6.5128 0.0034 -2.7385  0.094
H16 -6.0417 2.9429 2.4304  0.131
H17 8.3373 1.8818 3.5012  0.100
H18 3.9740 4.8617 -6.0094  0.115
H19 -3.8476 -4.9373 -3.8518  0.086
H20 -2.1827 -4.7043 8.9271  0.084
H21 9.0222 -2.7852 -4.6193  0.068
H22 -8.2455 -3.5442 -0.5305  0.086
H23 -5.7726 -0.9086 -4.1376  0.088
H24 -5.3335 -5.7924 -3.7983  0.083
H25 -1.0214 -3.7624 7.9339  0.080
H26 -4.7977 -5.1552 -5.2098  0.082
H27 -6.4810 3.0318 4.9895  0.087
H28 0.6159 4.9224 5.0532  0.079
H29 -1.2658 7.2038 5.0302  0.126
H30 0.1488 7.8576 5.7532  0.122
H31 1.0451 5.8322 6.3568  0.070
H32 -0.1908 0.0943 -0.4320  0.093
H33 -7.4365 -0.5891 -4.1572  0.087
H34 -5.0812 2.0557 4.4146  0.079
H35 9.5656 -3.0269 -6.8350  0.117
H36 0.5016 0.0417 1.2075  0.096
H37 7.6905 3.5139 2.9120  0.093
H38 5.1097 3.7465 -5.0706  0.125
H39 -2.6083 -5.1243 6.3880  0.123
H40 6.8995 4.5359 -6.6863  0.071

***

[3]
Molecular formula: C44H36BrMgN4O3PS2
Method: DFT, ωB97M-V/def2-TZVPD

Largest force on an atom (eV Å⁻¹): 1.56
HOMO energy (eV): -6.41
Energy above the lowest of the compared OMol25 structures with the same formula, charge and spin (kJ/mol): 59.0

Last column: Löwdin charge in e.
Element x y z (Å)
Br1 -2.4118 -0.2453 1.9773  0.927
S1 1.2584 2.6760 1.0441  0.625
S2 1.5876 0.5095 -2.4181  0.586
P1 1.7574 -0.6208 2.1449  1.084
Mg1 0.5865 0.4245 -0.1303  0.366
O1 2.2510 0.1483 -1.1534  -0.373
O2 1.6640 1.8956 -2.7891  -0.262
O3 -3.5850 4.7154 1.3081  0.092
N1 0.1397 -1.9065 0.0761  0.053
N2 -2.3826 -0.9823 -1.5318  0.112
N3 -1.3188 1.4638 0.1115  -0.064
N4 0.1134 -0.0104 -2.1716  -0.167
C1 1.3701 -4.0323 -0.0015  -0.035
C2 3.3445 -0.3362 3.0187  -0.344
C3 -1.5655 -0.0892 -5.5069  -0.074
C4 1.1245 -2.7918 0.5760  -0.310
C5 3.7492 -0.7235 -5.5999  -0.066
C6 2.4329 -0.4854 -3.6234  -0.280
C7 5.0662 4.6232 -0.5400  -0.118
C8 -4.6517 -1.4935 -2.1243  -0.055
C9 -0.0036 -1.8204 4.0245  -0.110
C10 2.3142 -4.8855 0.5476  -0.082
C11 5.7945 0.2212 4.2292  -0.084
C12 3.9656 5.3918 -0.1888  -0.109
C13 -2.8310 3.6812 0.8912  -0.303
C14 -2.9758 2.4592 1.5495  -0.033
C15 2.8230 -3.2559 2.2297  -0.071
C16 3.0169 -4.5158 1.6851  -0.082
C17 3.0940 0.0948 -4.6913  -0.055
C18 1.8960 -2.3791 1.6724  -0.308
C19 3.7417 -2.1002 -5.4217  -0.075
C20 -4.4197 -1.1852 -3.4318  -0.018
C21 2.4293 -1.8578 -3.4274  -0.049
C22 -1.1782 2.6634 -0.4941  -0.187
C23 -3.5830 -1.3985 -1.2144  -0.157
C24 5.0000 3.2434 -0.4042  -0.097
C25 3.4517 -0.2939 4.4068  -0.079
C26 -0.6813 0.6329 5.1387  -0.087
C27 3.8496 2.6362 0.0733  -0.130
C28 2.7311 3.4006 0.4137  -0.653
C29 0.2280 0.5769 4.0955  -0.134
C30 2.8101 4.7901 0.2846  -0.135
C31 -0.5953 0.1178 -4.5172  -0.020
C32 -2.8189 -0.5179 -5.1820  -0.055
C33 4.4835 -0.1165 2.2450  -0.093
C34 -1.9439 3.7697 -0.1657  0.005
C35 5.6988 0.1641 2.8465  -0.072
C36 -2.1367 -0.6414 -2.8209  -0.153
C37 -3.1291 -0.7746 -3.8313  -0.160
C38 3.0878 -2.6691 -4.3362  -0.065
C39 -0.9217 -1.7579 5.0648  -0.094
C40 0.5830 -0.6556 3.5418  -0.422
C41 -0.8319 -0.1490 -3.1756  -0.233
C42 -1.2525 -0.5347 5.6278  -0.096
C43 -2.1912 1.4185 1.1083  -0.679
C44 4.6729 -0.0229 5.0070  -0.078
H1 4.4118 -0.1675 1.1646  0.100
H2 -1.7959 4.7045 -0.6910  0.126
H3 -1.3020 0.1026 -6.5395  0.107
H4 4.2693 -0.2864 -6.4416  0.107
H5 -5.2050 -1.2396 -4.1763  0.116
H6 3.4053 -2.9346 3.0833  0.108
H7 3.7980 1.5642 0.1698  0.055
H8 -0.5319 2.6893 -1.3613  0.106
H9 1.9348 -2.2686 -2.5555  0.106
H10 0.2472 -2.7765 3.5813  0.103
H11 -3.7435 -1.6755 -0.1787  0.063
H12 6.5717 0.3574 2.2362  0.106
H13 -1.9694 -0.4892 6.4379  0.102
H14 4.7401 0.0092 6.0871  0.103
H15 0.8137 -4.3393 -0.8811  0.113
H16 -1.3754 -2.6683 5.4361  0.103
H17 3.7203 -5.1995 2.1422  0.103
H18 2.5808 -0.4728 5.0221  0.100
H19 1.9530 5.3918 0.5603  0.087
H20 0.3596 0.5199 -4.8122  0.092
H21 2.4964 -5.8490 0.0894  0.104
H22 -3.3523 5.5097 0.8167  0.117
H23 3.0981 -3.7415 -4.1928  0.106
H24 0.6558 1.4859 3.6830  0.077
H25 -0.6019 -1.7247 0.7493  0.021
H26 -0.2989 -2.2070 -0.7848  0.082
H27 -3.5813 -0.6640 -5.9370  0.109
H28 -5.6254 -1.8136 -1.7789  0.102
H29 4.2502 -2.7370 -6.1342  0.105
H30 -0.9592 1.5925 5.5563  0.108
H31 6.7373 0.4625 4.7029  0.102
H32 -3.6634 2.3486 2.3733  0.115
H33 3.0916 1.1736 -4.7870  0.119
H34 4.0126 6.4702 -0.2865  0.094
H35 5.9634 5.0955 -0.9199  0.091
H36 5.8561 2.6352 -0.6743  0.097